1.
# C38H56BIrN8O4S2

A molecular structure, C38H56BIrN8O4S2 (the ωB97M-V functional and the def2-TZVPD basis, the OMol25 dataset).

LUMO (alpha / beta): -0.7717 / -2.8648 eV
2S+1: 5
expectation value of S²: 6.0145
DFT total energy: -3146.13940 Eh
net charge: 0
E_HOMO (alpha / beta): -7.526 / -7.524 eV
largest force on an atom: 0.0193 Eh/bohr

```
110
Properties=species:S:1:pos:R:3:mulliken_spin:R:1
Ir -0.15864 0.36588 -0.18379 2.3683
C 0.96583 4.70746 1.07633 0.0044
C -0.14791 3.68721 1.36575 0.0044
C -1.31649 4.36896 2.08114 0.0030
C 0.40402 2.55357 2.18128 -0.0200
C 0.94274 2.62172 3.46221 -0.0148
C 1.44426 1.35934 3.74877 -0.0231
C 2.21603 1.09953 5.01980 0.0009
C 3.64416 1.65093 4.87663 -0.0010
C 2.24372 -0.32567 5.56964 -0.0004
N 1.19869 0.57673 2.67651 -0.0791
N 0.55993 1.30471 1.72971 0.4481
B 1.48441 -0.91867 2.38694 -0.0010
N 0.13186 -1.67976 2.23323 -0.0731
N -0.69015 -1.43747 1.18289 0.2725
C -1.72610 -2.27133 1.25989 -0.0049
C -1.57754 -3.06462 2.40147 -0.0169
C -0.39230 -2.66188 2.99355 -0.0164
C 0.22285 -3.22456 4.23987 -0.0007
C -0.67126 -2.92910 5.44924 0.0006
C 0.44907 -4.73243 4.09311 0.0006
C -2.82271 -2.34334 0.23936 -0.0052
C -2.79700 -3.69800 -0.47599 0.0000
C -4.18972 -2.12074 0.89444 0.0048
N 2.25677 -1.11528 1.06045 -0.0578
N 1.62553 -0.93659 -0.12377 0.4095
C 2.33329 -1.53615 -1.08183 0.0662
C 3.47581 -2.08926 -0.50094 -0.0099
C 3.39706 -1.80765 0.85326 0.0024
C 4.35013 -2.19934 1.94045 -0.0008
C 5.38895 -3.20112 1.44307 0.0011
C 5.03847 -0.95630 2.51855 0.0016
C 1.88126 -1.67545 -2.51209 -0.0587
C 2.35486 -0.50824 -3.38627 0.0005
C 0.36424 -1.84445 -2.61052 0.0968
H 0.65284 5.41322 0.30530 0.0001
H 1.89099 4.22629 0.75269 0.0011
H 1.19285 5.27424 1.98034 -0.0002
H -0.52449 3.27962 0.42210 0.0070
H -0.98709 4.77560 3.03846 0.0005
H -2.12282 3.66016 2.26397 0.0006
H -1.70520 5.19095 1.47759 -0.0002
H 0.98071 3.48239 4.10946 0.0004
H 1.70773 1.71763 5.76462 0.0005
H 4.21112 1.07470 4.14698 0.0006
H 4.16257 1.58905 5.83452 -0.0001
H 3.63514 2.69216 4.55540 0.0002
H 2.94399 -0.95381 5.02017 0.0000
H 1.25471 -0.78416 5.53782 0.0001
H 2.57404 -0.29347 6.60845 0.0001
H 2.12211 -1.38324 3.26181 0.0003
H -2.24058 -3.84238 2.74260 -0.0001
H 1.19118 -2.75031 4.39787 0.0001
H -1.62207 -3.45669 5.35675 -0.0004
H -0.88386 -1.86238 5.53406 0.0001
H -0.18161 -3.25874 6.36688 0.0001
H -0.49937 -5.25530 3.96022 -0.0003
H 0.93221 -5.12706 4.98799 -0.0001
H 1.08218 -4.95067 3.23217 0.0001
H -2.64113 -1.55907 -0.50110 -0.0107
H -2.92012 -4.51323 0.23851 -0.0005
H -1.85248 -3.84593 -1.00167 0.0004
H -3.60832 -3.75387 -1.20344 -0.0001
H -4.37802 -2.89441 1.64101 0.0001
H -4.98257 -2.16823 0.14575 0.0000
H -4.23380 -1.15231 1.38879 -0.0004
H 4.26065 -2.62717 -1.00389 -0.0003
H 3.76236 -2.67572 2.73287 0.0003
H 6.04827 -2.73128 0.71149 -0.0002
H 4.91974 -4.07723 0.99180 0.0000
H 6.00366 -3.53317 2.27910 0.0001
H 5.72496 -0.51063 1.79517 0.0011
H 5.61267 -1.21836 3.40876 0.0000
H 4.29388 -0.20772 2.78787 -0.0017
H 2.35378 -2.58671 -2.88405 -0.0011
H 1.75671 0.37686 -3.16719 0.0046
H 2.23615 -0.74964 -4.44351 0.0003
H 3.40183 -0.28135 -3.19119 0.0000
H -0.14064 -0.94372 -2.22946 0.0026
H 0.02269 -2.69702 -2.02191 -0.0086
H 0.04760 -1.97722 -3.64481 0.0021
O -1.16555 1.48324 -1.80519 0.1969
N -2.42864 1.87948 -1.79437 0.0173
C -2.94144 2.35080 -2.95226 -0.0112
C -4.22401 2.81396 -3.02244 0.0158
C -5.01385 2.79255 -1.86754 -0.0049
C -4.48703 2.28738 -0.70690 0.0005
C -3.16738 1.80814 -0.65799 -0.0299
S -2.48114 1.14816 0.75110 0.3170
H -2.25726 2.32988 -3.78679 -0.0009
H -4.61063 3.17849 -3.96203 0.0006
H -6.02684 3.16993 -1.88849 -0.0007
H -5.06657 2.22951 0.20312 -0.0021
N 1.64479 1.93040 -1.07333 0.2120
C 3.03815 1.79407 -0.79711 -0.0053
C 3.47856 1.67091 0.52114 -0.0040
C 4.81725 1.45463 0.78488 -0.0108
C 5.71681 1.35167 -0.26587 0.0176
C 5.30727 1.50511 -1.57318 -0.0090
C 3.95937 1.73248 -1.83485 0.0301
S 7.44469 1.05990 0.23226 -0.0013
O 8.19664 0.95489 -1.00115 0.0000
O 7.35252 -0.17433 0.99891 0.0010
O 7.73205 2.23694 1.03393 0.0017
H 1.45768 2.13580 -2.04615 0.0125
H 1.19360 2.62147 -0.48884 -0.0428
H 2.77354 1.72339 1.33894 -0.0016
H 5.18785 1.35036 1.79569 0.0007
H 6.03730 1.43695 -2.36884 0.0000
H 3.61735 1.85000 -2.85951 0.0003
```



2.
# C38H56N5P2PtS

A molecular structure, C38H56N5P2PtS (the ωB97M-V functional and the def2-TZVPD basis, the OMol25 dataset).

LUMO: -2.4165 eV
DFT total energy: -2955.44654 Eh
net charge: +1
E_HOMO: -9.220 eV
largest force on an atom: 0.0268 Eh/bohr
ΔE to the lowest compared entry with this formula, charge and spin: 26.6 kcal/mol

```
103
Properties=species:S:1:pos:R:3:mulliken_charge:R:1
Pt 0.06827 -0.47377 -0.54060 1.3085
C -0.30187 -2.34393 -5.16390 -1.9388
C 0.49965 -1.64881 -4.05492 0.6446
C 1.75962 -2.46595 -3.78659 -1.2403
P -0.59161 -1.16432 -2.62510 1.6522
C -1.88311 -2.47301 -2.54597 0.3266
C -3.06358 -2.07404 -1.66825 -1.3541
C -1.26961 -3.78397 -2.05323 -1.3256
C -1.32438 0.37986 -3.20802 0.3819
C -1.40472 0.85261 -4.51588 -0.9049
C -1.87402 2.13051 -4.76593 -1.0523
C -2.24435 2.94332 -3.69875 -0.9183
C -2.16421 2.48169 -2.39861 0.5774
C -1.71939 1.18595 -2.14195 -1.6323
N -1.61770 0.66901 -0.83118 0.6717
C -2.74350 0.72277 -0.04810 -0.0003
C -4.02113 0.99398 -0.59968 -0.3648
C -5.17155 0.92436 0.14705 -1.1066
C -5.12857 0.55992 1.49411 -1.3399
C -3.89561 0.30702 2.04769 -0.5327
C -2.70216 0.42025 1.31250 -0.4533
P -1.24589 0.17457 2.34060 1.3449
C -1.49246 1.62945 3.51120 0.6794
C -1.59400 2.87555 2.61410 -1.7043
C -2.58092 1.69352 4.57903 -2.0420
C -1.54674 -1.52192 3.04178 0.6421
C -0.61359 -2.57425 2.43423 -1.2018
C -1.67619 -1.64822 4.56144 -1.6780
H 0.31422 -2.40593 -6.06230 0.4890
H -1.22371 -1.82897 -5.42875 0.3711
H -0.55826 -3.36413 -4.87662 0.3904
H 0.81506 -0.66537 -4.41939 0.6539
H 1.53689 -3.45603 -3.38839 0.2137
H 2.44870 -1.95880 -3.12530 0.1759
H 2.27759 -2.61390 -4.73589 0.5660
H -2.24532 -2.59704 -3.56914 0.7670
H -2.74511 -1.87027 -0.64408 -0.0663
H -3.78391 -2.89363 -1.64304 0.5997
H -3.57251 -1.18914 -2.04681 0.3560
H -1.03481 -3.70487 -0.98778 0.0082
H -0.36131 -4.06124 -2.58856 0.2702
H -1.98698 -4.59694 -2.17130 0.5001
H -1.07995 0.24098 -5.34573 0.3925
H -1.92915 2.50043 -5.77992 0.4371
H -2.58081 3.95492 -3.88296 0.4329
H -2.42766 3.12767 -1.57060 0.5567
H -4.10708 1.21833 -1.65260 0.4744
H -6.12115 1.12154 -0.33315 0.3963
H -6.02954 0.47109 2.08375 0.4921
H -3.85157 0.01284 3.08859 0.6716
H -0.53522 1.70091 4.01751 0.4770
H -2.59119 2.95807 2.18154 0.4288
H -0.87285 2.87763 1.79524 0.2191
H -1.41764 3.76705 3.21898 0.5023
H -3.56640 1.85110 4.14443 0.4096
H -2.37069 2.55781 5.21219 0.4873
H -2.61860 0.82260 5.22630 0.3195
H -2.52567 -1.73895 2.60797 0.7141
H 0.39191 -2.54424 2.84779 0.2744
H -0.53872 -2.44937 1.35084 -0.1523
H -1.02805 -3.56242 2.63992 0.6303
H -0.91724 -1.09418 5.10908 0.2344
H -1.57933 -2.69878 4.83772 0.4605
H -2.65265 -1.31335 4.90518 0.4408
N 3.52636 -4.61556 -0.43550 -0.4775
C 3.34130 -3.28019 -0.60671 0.4380
C 2.07289 -2.69748 -0.42041 0.3526
N 1.89072 -1.40141 -0.61923 0.4608
C 2.93394 -0.65538 -1.03443 0.1787
C 4.16191 -1.25633 -1.21858 -0.4175
N 4.37907 -2.55113 -1.00320 -0.6485
H 2.85880 -5.15206 0.08872 0.2157
H 4.47686 -4.94606 -0.44490 0.2878
H 1.22242 -3.28081 -0.09232 -0.1243
H 2.74523 0.39558 -1.21034 -0.4262
H 5.00875 -0.66778 -1.54811 0.4219
C 1.31555 -0.07950 4.01823 -2.1200
C 1.59094 0.25330 2.53565 2.4535
C 2.23319 1.64897 2.51040 -1.9207
C 2.69148 -0.75711 2.18439 -1.8903
C 0.32855 0.36293 1.58555 -1.6152
H 2.24478 0.05795 4.57084 0.6806
H 1.02657 -1.11900 4.15943 0.3681
H 0.58018 0.54560 4.50922 0.3257
H 3.11985 1.68709 3.14637 0.4545
H 1.52384 2.40464 2.85944 0.2390
H 2.53139 1.90325 1.49124 0.2652
H 3.43718 -0.72733 2.98078 0.5830
H 3.21649 -0.51824 1.26880 0.4300
H 2.31376 -1.77675 2.13264 0.1506
H 0.34199 1.32017 1.05934 0.2161
S 1.26527 2.62316 -1.38805 -0.1564
C 2.67966 3.43001 -0.97927 0.3817
N 2.73773 4.16645 0.17120 -0.0515
C 3.81731 4.87214 0.60196 -0.2721
C 4.96363 4.87496 -0.12044 -0.6431
C 4.98414 4.13121 -1.32575 -0.2948
C 3.88632 3.43497 -1.74196 -0.7886
H 1.88175 4.18207 0.70998 0.2025
H 3.69187 5.40708 1.53162 0.4152
H 5.82157 5.43387 0.21687 0.4203
H 5.88263 4.12219 -1.92850 0.4102
H 3.88621 2.87698 -2.66678 0.4616
```



3.
# C38H57BN8O5PtSSeTe

A molecular structure, C38H57BN8O5PtSSeTe (the ωB97M-V functional and the def2-TZVPD basis, the OMol25 dataset).

LUMO (alpha / beta): -4.0068 / -4.0065 eV
DFT total energy: -5508.14653 Eh
net charge: 0
E_HOMO (alpha / beta): -8.054 / -8.055 eV
largest force on an atom: 0.0512 Eh/bohr
ΔE to the lowest compared entry with this formula, charge and spin: 94.4 kcal/mol

```
113
Properties=species:S:1:pos:R:3:mulliken_charge:R:1
Pt -0.29814 0.17670 0.52954 4.9493
C 3.59807 3.96552 -0.70553 -1.3990
C 2.75365 2.78082 -1.04853 0.3974
C 2.68876 2.12224 -2.25218 -0.7747
C 1.77357 1.08071 -2.08730 -0.9153
N 1.29150 1.11024 -0.81593 -0.3595
N 1.91641 2.16479 -0.20495 0.8639
B 1.76004 2.52010 1.27007 -1.1112
N 2.08970 1.30890 2.12704 0.3817
N 1.40587 0.13111 2.04805 -0.2172
C 1.88416 -0.65976 3.02442 -0.3849
C 2.89534 0.03457 3.71141 -0.9188
C 2.99398 1.26542 3.12267 0.2405
C 3.92140 2.38688 3.46647 -1.3879
C 1.50935 -2.08278 3.38254 2.3683
C 1.08543 -2.12274 4.85633 -1.9083
C 2.75201 -2.96020 3.16485 -1.8620
C 0.36253 -2.60401 2.54338 -0.8613
N 0.34031 3.02890 1.57212 0.6535
N -0.75721 2.24253 1.50881 -0.2494
C -1.80774 2.97906 1.93839 -0.5795
C -1.33516 4.25918 2.27561 -1.1090
C 0.01649 4.25688 2.02636 0.5236
C 0.97621 5.39340 2.16443 -1.3452
C -3.24672 2.53359 2.07537 2.7980
C -3.35557 1.60787 3.30154 -1.3738
C -4.14260 3.75659 2.29147 -2.3760
C -3.72850 1.81195 0.81164 -1.2289
C 1.44958 0.07759 -3.16864 3.0853
C -0.02030 0.19663 -3.57947 -1.0939
C 2.28928 0.34116 -4.41964 -2.4654
C 1.79544 -1.31977 -2.63222 -1.5181
H 4.15142 4.27091 -1.59179 0.4443
H 2.98948 4.80636 -0.37135 0.1719
H 4.31295 3.73252 0.08392 0.1887
H 3.24916 2.36624 -3.13932 0.6445
H 2.53044 3.38801 1.53974 -0.1195
H 3.47988 -0.32713 4.54263 0.5303
H 4.58081 2.06842 4.27120 0.4058
H 4.53294 2.67183 2.60919 0.2273
H 3.37283 3.26959 3.79941 0.2107
H 1.90191 -1.83162 5.52161 0.3810
H 0.23851 -1.45457 5.02391 0.3614
H 0.76874 -3.13556 5.11580 0.4594
H 3.58937 -2.62605 3.78209 0.3917
H 2.52397 -3.99630 3.42796 0.4373
H 3.06332 -2.92638 2.11725 0.3083
H -0.55788 -2.11350 2.82998 0.3644
H 0.53294 -2.42339 1.48059 -0.8373
H 0.22127 -3.67466 2.69056 0.8121
H -1.90874 5.08950 2.65317 0.5709
H 0.43243 6.28007 2.48482 0.4380
H 1.75663 5.18170 2.89689 0.1724
H 1.46214 5.61564 1.21307 0.1676
H -2.96397 2.10965 4.19118 0.3564
H -4.40232 1.35040 3.47874 0.4108
H -2.80645 0.68685 3.14032 0.0277
H -3.93619 4.24859 3.24505 0.3868
H -4.01892 4.48520 1.48391 0.4023
H -5.18422 3.43375 2.29955 0.4625
H -3.13951 0.92218 0.62541 0.0936
H -4.76553 1.49625 0.92858 0.4809
H -3.66805 2.48665 -0.05832 0.0965
H -0.18628 1.15264 -4.08646 0.2672
H -0.29336 -0.61042 -4.26409 0.4465
H -0.66653 0.15683 -2.72127 -0.2290
H 2.07430 1.32617 -4.84187 0.4450
H 3.35914 0.28096 -4.20621 0.4859
H 2.05081 -0.40970 -5.17539 0.4314
H 1.42389 -1.43172 -1.62000 -0.0892
H 1.36227 -2.10028 -3.26341 0.4016
H 2.87999 -1.45229 -2.60774 0.4756
O -4.09076 -1.37412 0.58115 -0.6266
Se -2.89772 -1.86552 1.57035 0.7847
O -3.33227 -1.98112 3.12148 -0.7841
O -1.78741 -0.52470 1.60485 -1.3409
O -2.09312 -3.16789 1.01574 -0.5697
Te -1.10235 3.15954 -1.29917 0.5122
C -2.22279 4.06844 -2.75605 0.2172
C -2.28605 3.78384 -4.10487 -0.3907
C -3.10330 4.68609 -4.81719 -0.5603
C -3.66790 5.63219 -4.00234 -0.5248
S -3.19658 5.44220 -2.37984 -0.0412
H -1.75951 2.95391 -4.55832 0.4140
H -3.26667 4.64204 -5.88503 0.4140
H -4.33063 6.43850 -4.28149 0.4174
C 1.65518 -6.35983 -3.11728 -1.1069
C 0.35149 -6.61345 -2.36641 -0.8269
N -0.19436 -5.40752 -1.74219 0.2388
C -0.09526 -5.29855 -0.28506 -0.1165
C 1.33037 -5.00687 0.17209 -0.6408
C -0.81049 -4.53038 -2.56229 -0.3001
O -0.89819 -4.72394 -3.77241 -0.7057
C -1.41542 -3.25995 -2.02980 1.0687
C -2.62929 -2.86331 -2.57914 -0.6931
C -3.12920 -1.61627 -2.28539 -1.5102
C -2.38859 -0.77631 -1.48277 0.1775
N -1.19956 -1.12986 -0.97982 0.8740
C -0.76125 -2.37935 -1.19922 -1.7140
H 2.04686 -7.29861 -3.51465 0.4063
H 2.40718 -5.91823 -2.46112 0.2685
H 1.47328 -5.68122 -3.94947 0.2923
H 0.50128 -7.35058 -1.57843 0.4113
H -0.38876 -6.99453 -3.06859 0.4636
H -0.41336 -6.25150 0.14239 0.4216
H -0.78962 -4.54061 0.07782 -0.2709
H 2.00515 -5.82812 -0.08085 0.5726
H 1.34884 -4.87372 1.25290 0.2439
H 1.71958 -4.09705 -0.29412 -0.0351
H -3.15998 -3.54075 -3.23474 0.5829
H -4.09520 -1.29082 -2.64378 0.4907
H -2.72106 0.23326 -1.29214 0.0884
H 0.18676 -2.64282 -0.76223 0.4918
```